# 1
55
Properties=species:S:1:pos:R:3:forces:R:3:lowdin_charge:R:1 method="wB97M-V/def2-TZVPD" charge=+1 e_tot_ev=-49925.291 homo_ev=-11.5
C -0.562 -1.051 1.935 0.9 -1.2 0.3 -0.109
O -1.526 -1.318 0.896 -0.2 1.0 0.8 -0.228
C -2.490 -0.256 0.758 0.4 1.5 -0.8 -0.203
C -3.581 -0.181 1.924 0.5 -2.0 -0.1 -0.227
C -4.611 -1.410 1.981 -2.0 0.8 0.3 -0.331
N -3.991 -2.762 1.782 0.5 -1.7 5.2 0.056
C -3.857 -3.298 2.954 0.3 1.5 -0.9 -0.631
S -3.650 -3.722 4.553 -0.5 0.7 -4.1 0.673
C -5.894 -1.180 1.016 0.1 0.2 1.2 -0.091
C -6.737 0.014 1.728 -0.5 -1.8 -1.4 -0.186
O -6.096 1.254 1.314 2.0 -0.9 1.1 -0.248
S -4.549 1.403 1.923 1.4 6.7 2.0 0.786
O -4.620 1.884 3.349 -0.4 -2.6 -3.2 -0.317
O -3.877 2.487 1.101 -1.9 -4.1 1.1 -0.326
H 0.013 -0.079 1.771 -1.1 -0.9 0.3 0.087
H -1.012 -1.148 2.982 0.6 0.5 -1.4 0.103
H 0.224 -1.893 1.866 -1.3 1.2 0.0 0.110
H -2.935 -0.324 -0.298 0.4 -0.2 1.7 0.150
H -1.890 0.732 0.764 -1.2 -1.2 0.1 0.125
H -2.999 -0.195 2.919 -1.1 0.5 -1.4 0.146
H -5.054 -1.410 3.047 0.7 0.3 -1.6 0.134
H -6.532 -2.120 0.955 1.0 1.1 0.3 0.128
H -5.596 -0.891 -0.046 -0.4 -0.2 1.4 0.130
H -7.797 0.011 1.291 1.6 0.4 0.6 0.144
H -6.825 -0.120 2.855 0.4 0.4 -1.4 0.137
C 6.329 0.781 -1.258 0.1 0.0 -0.1 -0.098
C 5.416 1.262 -0.139 0.1 0.1 -0.1 -0.226
C 4.051 0.588 -0.002 0.1 0.3 0.0 -0.113
N 3.079 0.714 -1.192 0.0 -0.1 0.5 -0.234
C 1.672 0.450 -0.624 0.0 0.0 -0.4 -0.110
C 0.612 0.338 -1.711 -0.1 0.1 -0.1 -0.159
C 0.970 -0.721 -2.738 -0.1 -0.1 -0.1 -0.180
C 2.348 -0.459 -3.321 -0.2 0.0 -0.1 -0.164
C 3.407 -0.355 -2.234 -0.2 0.2 -0.2 -0.097
C 3.132 2.111 -1.767 0.0 -0.5 0.1 0.038
H 5.995 1.123 -2.239 0.0 -0.1 0.0 0.060
H 7.332 1.190 -1.117 -0.1 -0.1 0.0 0.088
H 6.409 -0.309 -1.268 0.0 0.1 -0.1 0.087
H 5.299 2.348 -0.207 -0.1 -0.1 0.1 0.111
H 5.944 1.087 0.805 -0.3 0.0 0.0 0.127
H 3.543 1.042 0.854 -0.1 -0.1 -0.2 0.133
H 4.161 -0.479 0.213 -0.1 0.1 -0.2 0.137
H 1.729 -0.482 -0.056 0.1 0.1 -0.1 0.131
H 1.436 1.270 0.060 0.2 -0.1 0.0 0.134
H -0.347 0.085 -1.249 0.2 0.1 0.2 0.111
H 0.460 1.301 -2.206 0.0 0.0 0.1 0.121
H 0.224 -0.736 -3.537 0.1 0.0 0.1 0.127
H 0.952 -1.710 -2.267 0.0 0.0 0.0 0.128
H 2.333 0.450 -3.931 0.0 0.0 0.0 0.121
H 2.614 -1.277 -3.997 0.2 0.1 0.1 0.132
H 4.369 -0.115 -2.682 0.0 0.0 0.3 0.115
H 3.491 -1.307 -1.703 0.0 0.2 0.1 0.143
H 4.107 2.274 -2.223 -0.1 0.0 0.1 0.103
H 2.958 2.820 -0.957 0.0 -0.1 -0.1 0.122
H 2.364 2.223 -2.530 0.1 -0.1 0.1 0.099

***

# 2
56
Properties=species:S:1:pos:R:3:forces:R:3:lowdin_charge:R:1 method="wB97M-V/def2-TZVPD" e_tot_ev=-41751.198 homo_ev=-6.4
C -6.265 0.540 2.637 -0.2 0.5 0.3 -0.082
C -5.464 -0.604 2.016 -0.4 -0.5 -0.2 -0.090
C -4.049 -0.166 2.171 0.6 0.4 0.1 -0.135
C -4.047 1.088 2.832 -0.5 0.0 -0.7 -0.177
O -5.288 1.563 3.121 1.1 -1.3 -0.5 0.027
C -2.833 1.749 3.081 -0.4 0.1 0.3 0.038
C -1.663 1.166 2.658 0.2 -0.1 -0.3 0.022
C -1.627 -0.066 1.912 0.0 0.2 0.1 -0.181
C -0.424 -0.686 1.491 0.0 0.4 1.9 0.092
C 0.879 -0.102 1.627 0.3 0.7 -0.1 -0.218
C 1.984 -0.778 2.225 0.3 -0.1 -0.1 0.056
C 3.212 -0.151 2.342 -0.6 0.6 -0.5 -0.132
C 3.391 1.147 1.802 0.1 -0.3 -0.2 -0.192
O 4.658 1.626 1.900 -0.8 -1.2 0.4 0.014
C 5.458 0.584 2.602 0.2 0.7 -0.3 -0.093
C 4.525 -0.591 2.913 0.3 -0.4 0.3 -0.092
C 2.325 1.838 1.206 0.8 0.2 0.4 0.043
C 1.091 1.238 1.184 -0.6 -0.3 0.2 -0.004
C -2.872 -0.740 1.743 -0.6 0.0 0.3 0.070
H -6.930 1.029 1.918 0.3 0.1 0.2 0.130
H -6.869 0.220 3.493 0.3 0.2 -0.1 0.126
H -5.670 -1.551 2.532 0.1 0.2 -0.2 0.130
H -5.726 -0.726 0.958 0.1 -0.1 0.2 0.136
H -2.858 2.688 3.622 0.2 -0.1 0.0 0.130
H -0.722 1.624 2.953 -0.2 0.0 -0.2 0.123
H -0.493 -1.758 1.309 0.0 0.1 -0.2 0.135
H 1.854 -1.761 2.680 0.0 0.1 -0.4 0.136
H 6.293 0.306 1.946 -0.3 0.2 0.1 0.128
H 5.877 1.045 3.505 -0.2 0.0 -0.3 0.125
H 4.483 -0.758 3.997 -0.1 0.0 -0.2 0.126
H 4.902 -1.511 2.450 -0.2 0.2 0.1 0.128
H 2.500 2.833 0.813 -0.2 -0.1 0.0 0.132
H 0.230 1.792 0.818 0.3 -0.2 -0.3 0.131
H -2.908 -1.744 1.326 0.1 0.2 -0.3 0.141
C 0.429 0.353 -5.559 0.0 0.2 -0.5 -0.016
N 0.257 0.013 -4.168 0.3 -0.5 1.1 -0.047
C -0.766 0.401 -3.321 0.1 -0.3 0.5 -0.036
B -1.927 1.307 -4.026 1.2 -0.9 0.7 -1.064
F -2.926 1.586 -3.102 -0.5 0.4 -0.1 0.102
F -1.229 2.453 -4.464 -0.7 0.5 -0.4 0.082
F -2.380 0.502 -5.097 -0.6 0.6 -0.2 0.082
C -0.545 -0.146 -2.053 0.6 -0.1 -1.1 0.005
C 0.657 -0.930 -2.150 0.0 0.0 0.0 -0.181
C 1.148 -0.792 -3.481 -0.6 0.3 0.2 -0.180
C 2.313 -1.392 -3.920 0.4 -0.2 0.2 -0.029
C 3.038 -2.163 -3.004 -0.3 0.3 -0.2 -0.118
C 2.560 -2.339 -1.693 0.1 -0.2 0.1 -0.128
C 1.363 -1.757 -1.271 0.4 0.0 -0.2 -0.067
H 1.356 -0.114 -5.894 -0.1 0.1 -0.1 0.068
H -0.397 -0.018 -6.177 0.2 0.1 0.3 0.097
H 0.501 1.437 -5.702 0.0 -0.3 0.1 0.097
H -1.133 -0.048 -1.148 -0.2 0.1 -0.4 0.077
H 2.632 -1.239 -4.949 0.2 -0.2 0.3 0.094
H 3.969 -2.621 -3.326 -0.1 0.0 0.2 0.087
H 3.154 -2.953 -1.007 -0.3 0.2 -0.2 0.085
H 0.971 -1.923 -0.270 0.3 -0.1 -0.2 0.064

***

# 3
149
Properties=species:S:1:pos:R:3:forces:R:3:lowdin_charge:R:1 method="wB97M-V/def2-TZVPD" smiles="O=[N+]([O-])c1ccccc1.CCOC(=O)C(F)(F)F.CCOC(=O)C(F)(F)F.CCOC(=O)C(F)(F)F.CCOC(=O)C(F)(F)F.CCOC(=O)C(F)(F)F.C[C@H]1COC(=O)O1.C[C@H]1COC(=O)O1.C[C@H]1COC(=O)O1.C[C@H]1COC(=O)O1.C[C@H]1COC(=O)O1" e_tot_ev=-146208.562 homo_ev=-9.9
O -0.623 -5.811 1.030 -0.5 -0.1 0.7 0.055
N -1.105 -5.889 2.152 -1.7 -1.9 0.4 -0.311
O -1.915 -6.781 2.515 1.6 1.9 -1.0 0.051
C -0.665 -4.921 3.179 -1.1 -1.6 0.0 -0.173
C -1.042 -5.160 4.499 0.1 -0.4 0.1 0.001
C -0.452 -4.440 5.530 0.0 1.4 -2.2 -0.051
C 0.353 -3.351 5.128 1.2 -0.6 -1.2 -0.037
C 0.787 -3.194 3.743 -2.4 -0.8 1.7 -0.014
C 0.180 -3.975 2.728 1.6 1.7 1.0 -0.009
H -1.788 -5.925 4.679 0.3 -0.1 0.0 0.120
H -0.683 -4.643 6.545 -0.2 0.0 0.7 0.101
H 0.716 -2.670 5.909 0.1 -0.3 -0.5 0.112
H 1.466 -2.426 3.504 0.7 0.8 -0.3 0.064
H 0.323 -3.877 1.647 0.3 0.1 0.6 0.109
C -0.296 -2.802 -2.656 1.7 0.8 0.1 -0.058
C -0.967 -3.721 -3.576 -1.4 -0.3 0.9 -0.201
O -0.169 -4.919 -3.626 -0.5 0.1 -0.3 0.041
C -0.436 -5.717 -4.643 0.2 0.0 0.0 -0.413
O -1.137 -5.563 -5.594 -0.3 0.4 0.1 0.197
C 0.315 -7.004 -4.441 0.7 -2.1 1.6 -0.533
F -0.204 -7.715 -3.382 -0.1 0.7 -0.7 0.130
F 0.257 -7.794 -5.486 0.0 0.0 -0.6 0.193
F 1.607 -6.829 -4.112 0.1 0.4 -0.3 0.150
H 0.750 -2.793 -3.042 -0.4 0.8 0.6 0.093
H -0.293 -3.230 -1.647 0.0 0.3 -0.1 0.084
H -0.742 -1.787 -2.664 0.4 -0.7 0.0 0.081
H -1.130 -3.330 -4.551 0.0 0.2 -0.8 0.111
H -1.916 -3.949 -3.093 -0.3 -0.6 -0.5 0.141
C 5.470 5.710 -1.537 0.0 -0.9 0.7 -0.049
C 5.036 5.759 -0.062 1.0 2.0 -0.8 -0.190
O 3.817 5.048 0.166 1.7 -1.3 0.2 0.067
C 2.710 5.525 -0.266 -2.3 0.0 -0.3 -0.453
O 2.404 6.625 -0.591 0.5 1.3 -0.5 0.177
C 1.579 4.465 -0.193 0.6 0.7 0.7 -0.537
F 1.316 4.314 1.120 -0.4 -0.3 0.2 0.143
F 0.455 4.880 -0.794 0.6 -0.6 0.1 0.168
F 2.003 3.303 -0.656 -0.5 -0.6 -0.5 0.181
H 4.674 6.165 -2.133 0.0 -0.6 -0.2 0.078
H 5.641 4.629 -1.618 -0.1 0.2 -1.2 0.059
H 6.391 6.267 -1.805 -0.4 -0.4 0.7 0.094
H 4.887 6.804 0.111 -0.4 0.7 0.8 0.109
H 5.811 5.405 0.604 -0.3 -0.5 0.1 0.120
C -7.903 3.436 0.631 1.9 0.4 0.4 -0.048
C -7.148 2.103 0.572 -0.2 0.4 -1.5 -0.138
O -5.816 2.378 -0.028 -0.9 -0.6 0.3 0.015
C -4.845 1.473 -0.048 0.3 2.6 0.4 -0.412
O -4.784 0.337 0.251 -0.4 -1.4 0.2 0.196
C -3.603 2.311 -0.472 0.9 1.0 -1.4 -0.454
F -3.480 3.484 0.190 -0.2 -0.8 -0.1 0.152
F -2.426 1.675 -0.353 -1.0 0.1 0.0 0.150
F -3.746 2.653 -1.802 0.1 -0.4 0.9 0.119
H -8.948 3.347 0.619 -1.5 -0.6 0.0 0.053
H -7.648 4.089 -0.205 0.2 -0.2 -0.1 0.086
H -7.655 3.984 1.544 0.2 -0.1 -0.1 0.074
H -7.693 1.390 -0.060 0.4 0.1 -0.1 0.126
H -6.999 1.637 1.513 0.2 -0.2 0.9 0.106
C -0.902 -0.690 0.389 -1.0 0.3 0.1 -0.040
C 0.112 0.384 0.439 1.5 0.0 0.4 -0.145
O 0.777 0.556 1.738 0.4 0.1 0.3 0.027
C 0.104 0.887 2.803 -2.7 -0.3 0.8 -0.383
O -1.108 0.919 2.953 1.4 0.2 -0.5 0.140
C 1.016 1.176 4.011 0.3 0.3 -1.5 -0.558
F 0.399 1.371 5.149 -0.3 -0.2 0.1 0.204
F 1.849 0.137 4.114 0.6 0.0 0.5 0.161
F 1.704 2.298 3.708 0.4 -0.2 0.3 0.151
H -0.521 -1.609 0.735 0.6 -1.2 0.4 0.069
H -1.154 -0.791 -0.644 -0.2 -0.2 -0.8 0.066
H -1.846 -0.497 0.908 0.5 0.3 -0.1 0.056
H -0.291 1.338 0.191 -0.2 0.7 -0.3 0.104
H 1.012 0.167 -0.176 -0.9 0.1 0.0 0.125
C -3.546 -1.288 3.161 -0.9 0.2 0.4 -0.039
C -2.691 -1.331 4.436 -1.0 -1.9 -1.0 -0.166
O -3.543 -1.902 5.459 -0.4 0.3 1.8 0.016
C -3.183 -1.769 6.748 0.5 -0.4 -0.8 -0.363
O -2.143 -1.345 7.193 -1.0 -0.1 -0.5 0.150
C -4.213 -2.483 7.685 -1.9 2.0 -0.8 -0.543
F -5.506 -2.522 7.184 1.4 0.4 0.3 0.113
F -3.847 -3.708 7.831 0.8 -2.0 0.5 0.210
F -4.282 -1.871 8.876 0.2 -0.2 -0.4 0.160
H -2.993 -0.862 2.339 0.2 0.0 -0.1 0.025
H -4.373 -0.590 3.356 0.1 -0.2 -0.2 0.085
H -4.019 -2.253 2.809 0.9 0.8 0.8 0.107
H -2.324 -0.403 4.788 0.4 1.0 0.0 0.105
H -1.907 -2.060 4.313 0.7 0.0 0.0 0.098
C 4.313 2.402 -3.723 0.1 -0.2 0.5 -0.005
C 3.168 1.738 -4.505 1.3 -1.9 1.5 -0.239
C 3.331 0.163 -4.611 1.0 0.4 -0.8 -0.069
O 2.291 -0.344 -3.781 0.9 -0.5 -0.5 0.052
C 1.488 0.651 -3.428 -2.6 -2.3 0.9 -0.609
O 0.405 0.417 -2.915 1.2 0.9 -0.3 0.108
O 1.961 1.803 -3.744 0.0 2.5 -0.3 0.112
H 5.217 2.500 -4.347 -0.5 0.3 0.0 0.095
H 4.639 1.730 -2.901 -0.4 0.4 -0.3 0.075
H 4.023 3.370 -3.246 0.2 -0.7 -0.7 0.091
H 2.981 2.138 -5.467 -0.2 0.7 -0.8 0.137
H 4.307 -0.235 -4.276 -0.5 0.5 0.3 0.134
H 3.236 -0.183 -5.655 -0.5 0.1 0.5 0.124
C -2.752 0.482 -4.743 -0.8 0.4 -0.1 -0.017
C -1.912 0.295 -5.999 0.3 -0.5 0.1 -0.286
C -0.874 1.385 -6.176 -1.5 0.6 -0.8 -0.110
O 0.275 0.729 -6.670 0.3 0.2 -0.6 0.070
C 0.193 -0.581 -6.333 -0.9 1.0 0.7 -0.585
O 1.108 -1.318 -6.316 1.1 -1.0 -0.4 0.175
O -1.039 -0.878 -5.911 -0.8 0.0 0.2 0.086
H -3.465 -0.328 -4.528 0.8 -0.3 -0.1 0.089
H -3.498 1.317 -4.873 1.2 -0.3 0.0 0.106
H -2.062 0.678 -3.901 -0.6 -0.1 -0.2 0.080
H -2.487 0.187 -6.906 -0.4 -0.2 -0.2 0.147
H -0.665 1.729 -5.200 0.5 1.0 1.0 0.105
H -1.286 2.196 -6.838 1.0 -0.7 0.5 0.161
C -1.107 5.049 2.819 -1.9 -0.1 -0.6 -0.014
C -2.600 5.398 3.224 1.8 1.5 0.6 -0.311
C -3.503 6.094 2.195 -0.3 -0.2 0.1 -0.087
O -4.616 5.214 2.118 -0.7 -0.6 -0.4 0.028
C -4.511 4.133 2.922 1.3 1.2 -0.3 -0.521
O -5.347 3.291 2.987 0.5 -0.2 0.4 0.164
O -3.296 4.213 3.596 -1.3 -0.5 -0.4 0.070
H -0.712 4.598 3.733 0.5 0.1 -0.4 0.079
H -0.534 5.935 2.438 -0.6 -0.7 0.7 0.097
H -1.161 4.291 2.002 0.2 0.5 0.6 0.077
H -2.513 6.086 4.109 -0.3 -0.9 -0.5 0.153
H -3.035 6.197 1.199 -0.3 0.0 0.4 0.138
H -3.967 7.026 2.562 0.9 -0.1 -0.3 0.137
C 3.550 -3.727 -2.405 0.2 0.0 0.5 0.005
C 2.543 -4.406 -1.409 0.6 0.4 -0.9 -0.260
C 3.066 -5.396 -0.332 -1.5 0.9 -0.8 -0.034
O 3.626 -4.498 0.652 -0.5 0.1 -0.3 0.092
C 2.844 -3.420 0.587 -0.2 3.1 0.2 -0.544
O 2.919 -2.429 1.298 -0.2 -2.1 -0.5 0.112
O 1.996 -3.431 -0.508 1.5 0.3 1.6 0.017
H 3.768 -4.305 -3.322 -0.2 -0.2 0.7 0.090
H 4.502 -3.502 -1.902 -0.2 -0.2 -0.1 0.082
H 3.192 -2.754 -2.775 -0.4 -0.3 0.4 0.065
H 1.662 -4.670 -1.960 -0.1 -1.1 -0.3 0.115
H 3.723 -6.183 -0.580 1.0 -0.5 -0.4 0.128
H 2.164 -5.796 0.107 -0.2 -0.5 0.2 0.125
C 4.052 -0.687 -0.607 0.5 1.5 0.8 -0.005
C 4.027 0.335 0.534 0.6 0.4 0.0 -0.201
C 5.055 0.147 1.674 -1.3 -0.7 -0.4 -0.097
O 6.134 0.938 1.270 1.7 0.9 0.1 0.071
C 5.735 1.925 0.437 0.3 0.0 -0.2 -0.580
O 6.363 2.875 0.049 0.3 -0.6 0.6 0.137
O 4.510 1.686 0.041 -2.4 -1.4 -0.2 0.071
H 4.858 -1.338 -0.326 0.1 -0.9 -0.5 0.088
H 4.329 -0.091 -1.448 0.3 0.0 -1.0 0.067
H 3.096 -1.148 -0.796 0.0 -0.3 0.1 0.065
H 3.023 0.404 0.924 -0.1 0.6 0.2 0.116
H 5.394 -0.890 1.848 -0.2 0.5 -0.2 0.146
H 4.600 0.550 2.573 0.2 0.0 0.4 0.130

***

# 4
13
Properties=species:S:1:pos:R:3:forces:R:3:lowdin_charge:R:1 method="wB97M-V/def2-TZVPD" smiles="N#CCCC=O.[H][H]" e_tot_ev=-7797.516 homo_ev=-10.5
N -1.434 2.272 0.043 0.1 -1.1 0.2 0.144
C -1.366 1.127 0.196 -0.1 1.0 -0.1 -0.237
C -1.275 -0.328 0.352 -0.1 0.0 0.0 -0.178
C -0.090 -0.915 -0.421 0.0 0.0 0.0 -0.166
C 1.220 -0.760 0.322 0.0 0.1 0.3 -0.299
O 1.297 -0.447 1.484 0.0 -0.2 -0.5 0.045
H -1.161 -0.553 1.416 0.0 0.0 -0.1 0.120
H -2.218 -0.764 0.008 0.1 0.1 0.0 0.121
H -0.241 -1.993 -0.572 0.0 0.1 0.0 0.124
H 0.005 -0.475 -1.421 0.0 -0.1 0.2 0.119
H 2.130 -0.981 -0.274 -0.1 0.0 0.1 0.122
H 1.317 1.983 -0.300 0.1 0.0 -0.1 0.033
H 1.817 1.834 -0.831 0.0 0.0 0.0 0.051

***

# 5
80
Properties=species:S:1:pos:R:3:forces:R:3:lowdin_charge:R:1 method="wB97M-V/def2-TZVPD" charge=+2 e_tot_ev=-88724.508 homo_ev=-11.9
Ba 0.680 1.661 1.240 0.0 0.2 -0.2 1.798
Cl -1.091 -2.217 4.276 0.0 0.0 0.0 0.729
C -1.632 -0.579 4.489 0.0 0.0 0.0 -0.558
C -2.695 -0.332 5.375 0.0 0.0 0.0 -0.109
C -3.130 0.941 5.585 0.0 0.0 0.0 -0.604
Cl -4.439 1.231 6.675 0.0 0.0 0.0 0.738
C -2.509 2.031 4.918 0.0 0.0 0.0 -0.161
C -2.888 3.378 5.094 0.0 0.0 0.0 0.005
C -2.220 4.364 4.422 0.0 0.0 0.0 -0.027
C -1.176 4.001 3.560 0.0 0.0 0.0 -0.150
N -0.799 2.757 3.347 -0.1 0.0 0.0 -0.030
C -1.444 1.763 4.030 0.0 -0.1 -0.1 -0.162
C -0.984 0.421 3.795 -0.1 -0.1 0.0 -0.425
O 0.001 0.199 2.956 -0.1 0.0 0.0 -0.508
H -3.162 -1.161 5.889 0.0 0.0 0.0 0.114
H -3.701 3.617 5.765 0.0 0.0 0.0 0.102
H -2.479 5.405 4.547 0.0 0.0 0.0 0.117
H -0.633 4.774 3.024 0.0 0.0 0.0 0.107
C 0.039 -0.291 -2.840 0.1 0.1 0.0 -0.537
P 0.560 -0.851 -1.177 -0.2 0.0 0.1 0.936
C -0.556 -2.229 -0.793 0.0 0.0 0.0 -0.415
C -1.018 -2.353 0.516 0.0 0.0 0.0 -0.107
C -1.870 -3.395 0.863 0.0 0.0 0.0 -0.070
C -2.267 -4.311 -0.098 0.0 0.0 0.0 -0.052
C -1.811 -4.195 -1.406 0.0 0.0 0.0 -0.054
C -0.958 -3.161 -1.753 0.0 0.0 0.0 -0.097
C 2.188 -1.650 -1.469 0.0 0.0 0.0 -0.392
C 3.275 -0.827 -1.780 0.0 0.0 0.0 -0.115
C 4.563 -1.336 -1.842 0.0 0.0 0.0 -0.065
C 4.788 -2.686 -1.586 0.0 0.0 0.0 -0.083
C 3.714 -3.517 -1.292 0.0 0.0 0.0 -0.094
C 2.421 -3.004 -1.235 0.0 0.0 0.1 -0.094
P -1.620 0.549 -2.752 0.0 0.0 0.0 1.045
C -1.224 1.984 -1.648 0.0 0.0 0.0 -0.452
C -2.114 2.255 -0.606 0.0 0.0 0.0 -0.133
C -1.980 3.403 0.175 0.1 0.0 0.0 -0.117
C -0.935 4.286 -0.069 0.0 0.0 0.0 -0.129
C -0.029 4.021 -1.096 0.0 0.0 0.0 -0.116
C -0.176 2.883 -1.881 0.0 0.0 0.0 -0.130
C -1.619 1.419 -4.363 0.0 -0.1 0.0 -0.401
C -2.361 2.590 -4.513 0.0 0.0 0.0 -0.100
C -2.452 3.212 -5.748 0.0 0.0 0.0 -0.066
C -1.814 2.666 -6.853 0.0 0.0 0.0 -0.067
C -1.089 1.492 -6.718 0.0 0.0 0.0 -0.069
C -0.994 0.869 -5.481 0.0 0.0 0.0 -0.101
H -0.056 -1.143 -3.514 0.0 0.0 0.0 0.041
H 0.805 0.375 -3.245 0.0 0.0 0.0 0.053
H -0.730 -1.628 1.273 0.0 0.0 0.0 0.063
H -2.230 -3.474 1.879 0.0 0.0 0.0 0.083
H -2.940 -5.116 0.169 0.0 0.0 0.0 0.116
H -2.125 -4.909 -2.156 0.0 0.0 0.0 0.116
H -0.607 -3.089 -2.775 0.0 0.0 0.0 0.107
H 3.113 0.229 -1.974 0.0 0.0 0.0 0.108
H 5.390 -0.689 -2.105 0.0 0.0 0.0 0.116
H 5.789 -3.091 -1.660 0.0 0.0 0.0 0.115
H 3.876 -4.580 -1.148 0.0 0.0 0.0 0.115
H 1.589 -3.663 -1.013 0.0 0.0 0.0 0.105
H -2.944 1.578 -0.431 0.0 0.0 0.0 0.112
H -2.698 3.610 0.957 0.0 0.0 0.0 0.117
H -0.842 5.195 0.514 0.0 0.0 0.0 0.114
H 0.765 4.726 -1.312 0.0 0.0 0.0 0.118
H 0.498 2.720 -2.714 0.0 0.0 0.0 0.119
H -2.876 3.025 -3.664 0.0 0.0 0.0 0.106
H -3.028 4.122 -5.850 0.0 0.0 0.0 0.112
H -1.889 3.150 -7.817 0.0 0.0 0.0 0.112
H -0.597 1.056 -7.577 0.0 0.0 0.0 0.111
H -0.430 -0.052 -5.405 0.0 0.0 0.0 0.092
N 4.214 -3.209 2.049 0.0 0.0 0.1 0.205
C 2.766 -2.920 2.381 0.0 0.0 0.0 -0.116
C 2.516 -1.451 2.658 0.0 0.1 0.1 -0.245
N 2.886 -0.525 1.577 0.0 -0.1 0.0 -0.024
H 4.367 -4.208 1.895 0.0 0.0 0.0 0.174
H 4.837 -2.909 2.802 0.0 0.0 0.0 0.176
H 4.485 -2.726 1.187 0.0 0.0 -0.1 0.129
H 2.504 -3.524 3.248 0.0 0.0 0.0 0.142
H 2.197 -3.263 1.518 0.0 0.0 0.0 0.116
H 3.010 -1.126 3.576 0.1 -0.1 0.0 0.135
H 1.448 -1.355 2.867 0.0 0.0 0.0 0.064
H 2.709 -0.937 0.663 0.0 0.1 0.0 0.008
H 3.867 -0.273 1.607 0.0 0.0 0.0 0.082